Below is 2 unconnected molecules or ions with the total composition C34H29N2, with properties calculated with ωB97M-V with the def2-TZVPD basis set.

total energy	-38703.131	eV
lowest unoccupied orbital energy	-2.928	eV
net charge	+1

```
65
C34H29N2 | OMol25 | ωB97M-V with the def2-TZVPD basis set
C 1.692 -2.380 -2.844
N 1.184 -3.029 -1.662
C -0.116 -3.011 -1.257
H 0.263 0.016 0.177
C -1.305 -2.591 -2.059
C -1.843 -3.586 -2.903
C -2.955 -3.303 -3.687
C -3.557 -2.043 -3.669
C -3.023 -1.051 -2.839
C -1.909 -1.302 -2.040
N -0.133 -3.703 -0.084
C -1.277 -3.869 0.773
C 1.094 -4.342 0.146
C 1.943 -3.913 -0.879
C 2.996 -4.690 -1.362
C 3.014 -6.009 -0.891
C 2.168 -6.444 0.151
C 1.253 -5.581 0.772
H 2.610 -2.882 -3.183
H 0.934 -2.367 -3.636
H 1.937 -1.341 -2.608
H -1.366 -4.568 -2.918
H -3.355 -4.076 -4.323
H -4.433 -1.829 -4.287
H -3.487 -0.057 -2.818
H -1.505 -0.506 -1.401
H -1.159 -4.756 1.415
H -1.369 -2.987 1.415
H -2.194 -3.946 0.186
H 3.666 -4.344 -2.162
H 3.630 -6.735 -1.430
H 2.144 -7.503 0.429
H 0.593 -5.895 1.591
C 0.545 0.894 0.703
C 1.821 0.551 1.435
C 1.817 -0.603 2.225
C 2.897 -0.875 3.075
C 4.042 -0.059 3.033
C 4.100 1.001 2.117
C 2.954 1.366 1.389
C 0.543 1.981 -0.343
C -0.697 2.655 -0.300
C -0.949 3.691 -1.195
C 0.055 4.049 -2.104
C 1.296 3.393 -2.122
C 1.539 2.324 -1.242
C -1.478 2.146 0.844
C -0.690 1.194 1.523
C -1.053 0.656 2.740
C -2.353 0.892 3.186
C -3.154 1.846 2.536
C -2.719 2.496 1.373
H 0.940 -1.266 2.194
H 2.850 -1.735 3.751
H 4.894 -0.281 3.684
H 5.032 1.547 1.961
H 2.972 2.274 0.782
H -1.934 4.166 -1.205
H -0.146 4.820 -2.852
H 2.084 3.697 -2.814
H 2.482 1.779 -1.239
H -0.346 0.091 3.345
H -2.709 0.349 4.056
H -4.137 2.087 2.946
H -3.300 3.255 0.857
```

Below is C4H8N2O2 in the gas phase, with properties calculated with ωB97M-V with the def2-TZVPD basis set.

total energy	-11351.165	eV
SMILES	N/C=C(/N)C(=O)CO
lowest unoccupied orbital energy	0.359	eV
energy relative to the best compared isomer or geometry (same formula, charge and spin)	2.948	eV

```
16
C4H8N2O2 | OMol25 | ωB97M-V with the def2-TZVPD basis set
N -1.038 1.294 -1.196
C -1.169 0.007 -0.757
C -0.208 -0.897 -0.402
N -0.314 -2.259 -0.652
C 0.878 -0.376 0.432
O 2.062 -0.657 0.293
C 0.419 0.726 1.544
O 1.477 1.624 1.829
H -1.749 1.637 -1.835
H -0.089 1.623 -1.356
H -2.175 -0.363 -0.951
H 0.443 -2.833 -0.278
H -0.448 -2.501 -1.629
H -0.465 1.336 1.364
H 0.208 0.134 2.441
H 2.168 1.506 1.154
```

Below is a molecular structure, C17H32Cl2O2P2Ru, with properties calculated with ωB97M-V with the def2-TZVPD basis set.

total energy	-68423.854	eV
lowest unoccupied orbital energy (alpha / beta)	-6.874 / -8.542	eV
multiplicity	5
net charge	+2
energy relative to the best compared isomer or geometry (same formula, charge and spin)	1.834	eV

```
56
C17H32Cl2O2P2Ru | OMol25 | ωB97M-V with the def2-TZVPD basis set
P -1.291 1.571 -1.216
P -0.855 0.473 2.575
C -0.054 -1.041 -0.878
C -0.309 -1.295 0.484
H 1.036 -0.541 -1.107
H -0.673 -1.429 -1.653
H -1.349 -1.462 0.851
H 0.408 -1.683 1.175
C 0.626 1.241 3.223
H 0.478 1.847 4.135
H 1.013 1.882 2.390
H 1.357 0.438 3.449
C -1.169 -1.073 3.403
H -0.248 -1.674 3.442
H -1.925 -1.628 2.840
H -1.567 -1.023 4.412
C -0.530 2.527 -2.564
H -1.139 3.250 -3.051
H -0.191 1.811 -3.290
H 0.297 3.019 -2.095
C -2.360 0.382 -2.075
H -3.118 -0.103 -1.446
H -1.879 -0.441 -2.603
H -2.909 0.891 -2.850
Ru 0.684 0.649 -0.115
C 2.177 -2.159 -0.302
C 2.787 -1.029 0.145
C 3.993 -0.506 -0.613
C 3.737 -0.471 -2.131
C 2.327 -0.161 -2.508
C 1.399 -1.087 -2.841
C 1.596 -2.572 -2.746
C 2.428 -2.976 -1.508
C -2.620 2.598 -0.530
H 1.430 -2.696 0.274
H 2.633 -0.563 1.134
H 4.857 -1.168 -0.395
H 4.235 0.507 -0.263
H 4.336 0.354 -2.540
H 4.076 -1.413 -2.595
H 2.082 0.904 -2.486
H 0.466 -0.785 -3.340
H 2.120 -2.924 -3.643
H 0.634 -3.106 -2.706
H 2.073 -3.981 -1.218
H 3.497 -3.045 -1.732
H -3.636 2.232 -0.316
H -2.768 3.554 -1.060
H -2.181 2.880 0.439
Cl -3.576 1.190 5.740
C -4.151 1.787 4.133
Cl -3.987 3.474 3.794
C -3.312 1.148 3.055
O -3.754 0.372 2.229
O -2.033 1.548 3.036
H -5.200 1.507 4.056
```

Below is a molecular structure, C19H24AlIN4O3, with properties calculated with ωB97M-V with the def2-TZVPD basis set.

total energy	-46890.737	eV
lowest unoccupied orbital energy (alpha / beta)	4.579 / 4.603	eV
net charge	-2

```
52
C19H24AlIN4O3 | OMol25 | ωB97M-V with the def2-TZVPD basis set
C 2.104 -2.036 0.539
I 1.716 -4.356 -0.584
H 3.189 -2.100 0.664
H 1.834 -1.960 -0.530
H 1.577 -2.739 1.207
C -3.630 -0.398 1.855
C -2.902 -1.130 2.723
N -1.609 -1.137 2.257
C -1.482 -0.397 1.105
N -2.774 0.016 0.864
H -4.682 -0.180 1.853
H -3.207 -1.654 3.611
C 1.617 1.165 -3.534
C 1.152 0.748 -1.351
N 0.649 0.800 -2.627
H 3.727 1.693 -3.168
N 2.449 1.169 -1.510
H 1.423 1.258 -4.591
Al 0.117 0.383 0.274
C 1.684 -0.593 1.103
O 2.316 -0.077 2.004
C 2.749 1.383 -2.833
C 3.433 1.395 -0.475
H 4.201 2.053 -0.903
H 3.923 0.463 -0.164
H 2.995 1.890 0.397
C -0.719 0.549 -3.000
H -0.776 0.463 -4.092
H -1.364 1.381 -2.689
H -1.080 -0.375 -2.531
C -3.240 0.783 -0.268
H -4.239 0.423 -0.552
H -2.551 0.656 -1.111
H -3.313 1.856 -0.024
C -0.575 -1.908 2.909
H -0.222 -2.721 2.261
H -1.011 -2.353 3.815
H 0.272 -1.277 3.201
O -0.809 2.800 -0.826
C -0.680 2.913 0.409
O -0.043 2.031 1.168
C -1.302 4.035 1.173
C -1.800 3.797 2.459
C -2.520 4.795 3.121
C -2.689 6.050 2.529
C -2.143 6.296 1.264
C -1.460 5.291 0.575
H -1.618 2.830 2.932
H -2.957 4.595 4.100
H -3.250 6.829 3.051
H -2.271 7.277 0.809
H -1.040 5.483 -0.412
```

Below is a molecular structure, C18H15AuNO4S, with properties calculated with ωB97M-V with the def2-TZVPD basis set.

total energy	-43079.445	eV
lowest unoccupied orbital energy (alpha / beta)	-11.130 / -14.402	eV
multiplicity	3
net charge	+3
energy relative to the best compared isomer or geometry (same formula, charge and spin)	0.736	eV

```
40
C18H15AuNO4S | OMol25 | ωB97M-V with the def2-TZVPD basis set
Au 0.021 0.004 -0.035
O 2.180 -0.193 2.484
C 1.468 -0.179 1.603
C -1.565 0.170 -1.558
O -2.466 0.485 -2.169
C -0.923 -1.816 0.684
O -1.504 -2.714 1.106
C 1.166 1.698 -0.832
O 1.485 2.744 -1.094
C 1.754 -1.356 -0.944
H 2.635 -0.714 -0.941
H 1.791 -2.247 -0.319
C 0.786 -1.223 -1.937
H 0.040 -2.000 -2.094
H 0.886 -0.467 -2.714
N -1.148 1.552 0.796
S -2.106 1.200 2.063
C -1.274 2.243 3.261
C -1.693 2.061 4.581
C -1.158 2.891 5.560
C -0.210 3.855 5.206
C 0.212 4.000 3.886
C -0.318 3.172 2.891
C -3.572 2.096 1.595
C -3.474 3.458 1.372
C -4.638 4.143 1.026
C -5.833 3.441 0.868
C -5.889 2.054 1.028
C -4.737 1.352 1.374
H -1.405 2.394 0.269
H -2.443 1.287 4.779
H -1.503 2.757 6.585
H 0.202 4.499 5.982
H 0.951 4.757 3.607
H 0.002 3.253 1.839
H -2.515 3.976 1.517
H -4.584 5.225 0.907
H -6.740 3.986 0.611
H -6.820 1.496 0.906
H -4.708 0.261 1.512
```

Below is 13 unconnected molecules or ions with the total composition C7H41NO12, with properties calculated with ωB97M-V with the def2-TZVPD basis set.

total energy	-33986.954	eV
lowest unoccupied orbital energy	0.188	eV
energy relative to the best compared isomer or geometry (same formula, charge and spin)	0.782	eV

```
61
C7H41NO12 | OMol25 | ωB97M-V with the def2-TZVPD basis set
C 0.755 1.628 -0.191
N 0.702 0.165 -0.051
C 1.753 -0.567 -0.809
C 2.403 -1.633 0.119
C 2.645 -2.925 -0.650
C 3.732 -1.100 0.712
C 2.035 2.224 0.421
C 2.115 2.099 1.933
H -0.106 2.065 0.277
H 0.690 1.926 -1.249
H -0.201 -0.179 -0.330
H 2.512 0.108 -1.135
H 1.302 -1.123 -1.669
H 1.699 -1.815 0.941
H 3.210 -3.666 -0.008
H 3.307 -2.737 -1.585
H 1.668 -3.395 -0.989
H 4.105 -1.844 1.433
H 4.479 -0.965 -0.114
H 3.582 -0.139 1.273
H 2.070 3.296 0.144
H 2.936 1.826 -0.066
H 1.240 2.555 2.423
H 3.030 2.587 2.381
H 2.148 1.042 2.219
H -2.130 -3.846 0.376
H -1.000 -3.192 1.079
O -1.627 -3.048 0.386
H -2.282 -0.931 -1.581
H -1.351 -2.037 -1.024
O -1.448 -1.365 -1.731
H -0.254 3.484 -2.866
H -0.645 2.018 -3.062
O -1.001 2.903 -2.862
H -2.054 2.672 -1.576
H -3.455 3.167 -1.031
O -2.744 2.575 -0.894
H -0.020 0.423 3.125
H 0.601 -0.144 1.775
O 0.204 -0.456 2.632
H -1.220 1.881 4.350
H -1.289 1.997 2.894
O -0.664 1.887 3.575
H -3.433 -0.172 0.056
H -3.326 0.986 -0.969
O -3.562 0.022 -0.880
H 0.047 -2.196 2.702
H 0.944 -3.317 2.433
O 0.001 -3.129 2.502
H -2.589 2.298 0.869
H -2.634 0.971 1.669
O -2.603 1.944 1.723
H -2.215 -1.555 1.140
H -1.370 -0.614 2.034
O -2.265 -0.717 1.602
H 2.559 -0.425 -4.751
H 1.817 -1.682 -4.401
O 2.110 -0.859 -4.015
H 0.704 -0.013 -3.518
H -0.600 -0.223 -2.719
O -0.155 0.419 -3.265
```

Q: The lowest total energy belongs to which entry?
A: C17H32Cl2O2P2Ru